# 1
Computed, not measured: a cluster of 8 separate species, C33H80N15O9 in total at a distorted geometry, with ωB97M-V/def2-TZVPD.

XYZ file:
```
137
Properties=species:S:1:pos:R:3
C 1.930 -2.953 1.450
C 2.879 -4.171 1.349
C 4.335 -3.822 1.671
C 5.096 -3.313 0.431
C 6.302 -2.434 0.806
C 5.928 -0.948 0.961
C 5.847 -0.458 2.422
C 4.672 0.493 2.677
C 4.620 1.703 1.727
C 3.291 1.800 0.960
C 2.227 2.628 1.705
C 1.133 3.129 0.763
C 0.183 2.003 0.322
C -0.778 2.425 -0.805
C -2.165 2.857 -0.290
C -3.241 1.783 -0.459
C -2.989 0.478 0.290
C -3.040 0.562 1.820
C -4.194 1.368 2.464
C -5.281 0.534 3.151
C -6.526 0.135 2.299
N -6.330 0.213 0.849
C -6.906 -1.315 2.650
C -7.906 -1.984 1.699
C -7.273 -2.808 0.567
C -8.170 -3.952 0.075
C -7.688 1.117 2.624
O -8.745 0.653 3.091
O -7.409 2.296 2.388
H 1.558 -2.669 0.468
H 2.452 -2.085 1.853
H 1.087 -3.170 2.100
H 2.829 -4.560 0.331
H 2.525 -4.958 2.013
H 4.357 -3.032 2.424
H 4.863 -4.692 2.065
H 4.400 -2.740 -0.182
H 5.449 -4.187 -0.117
H 6.695 -2.789 1.761
H 7.077 -2.552 0.049
H 4.971 -0.747 0.477
H 6.681 -0.341 0.457
H 5.744 -1.305 3.105
H 6.777 0.045 2.699
H 3.750 -0.087 2.591
H 4.741 0.830 3.713
H 5.447 1.679 1.016
H 4.736 2.618 2.310
H 2.908 0.790 0.807
H 3.437 2.255 -0.022
H 1.757 2.000 2.467
H 2.718 3.478 2.173
H 0.508 3.844 1.307
H 1.557 3.621 -0.114
H 0.751 1.113 0.046
H -0.416 1.761 1.202
H -0.320 3.246 -1.360
H -0.917 1.588 -1.481
H -2.488 3.701 -0.909
H -2.119 3.240 0.733
H -3.267 1.546 -1.530
H -4.219 2.201 -0.223
H -3.661 -0.292 -0.090
H -1.982 0.145 0.010
H -3.127 -0.462 2.194
H -2.092 0.935 2.209
H -4.664 2.063 1.773
H -3.746 1.991 3.242
H -5.658 1.132 3.982
H -4.857 -0.360 3.610
H -6.052 1.137 0.557
H -5.691 -0.493 0.514
H -6.007 -1.934 2.733
H -7.347 -1.259 3.637
H -8.582 -1.234 1.298
H -8.491 -2.692 2.299
H -7.089 -2.137 -0.274
H -6.297 -3.183 0.884
H -9.221 -3.742 0.266
H -7.891 -4.905 0.525
H -8.067 -4.075 -1.006
C -6.559 -1.737 6.741
O -6.035 -1.731 5.648
N -5.967 -2.296 7.853
N -7.790 -1.176 6.946
H -6.390 -2.303 8.760
H -5.064 -2.709 7.727
H -8.229 -0.745 6.148
H -8.252 -1.156 7.834
C -0.843 1.420 -4.602
O -0.602 0.911 -3.523
N -2.102 1.818 -4.957
N 0.130 1.620 -5.546
H -2.323 2.238 -5.839
H -2.832 1.681 -4.282
H 1.069 1.354 -5.309
H -0.040 2.017 -6.450
C 1.701 -1.681 -6.874
O 2.215 -0.688 -7.373
N 2.004 -2.947 -7.283
N 0.787 -1.585 -5.865
H 1.594 -3.767 -6.879
H 2.677 -3.056 -8.024
H 0.562 -0.658 -5.553
H 0.349 -2.373 -5.428
C 2.989 -4.949 -10.291
O 3.557 -4.103 -9.605
N 2.220 -4.604 -11.362
N 3.089 -6.272 -10.005
H 1.741 -5.273 -11.933
H 2.133 -3.627 -11.570
H 3.605 -6.531 -9.171
H 2.630 -6.984 -10.538
C 5.140 -5.964 -6.880
O 4.371 -6.802 -7.350
N 6.053 -6.291 -5.915
N 5.138 -4.679 -7.304
H 6.688 -5.629 -5.513
H 6.066 -7.240 -5.596
H 4.439 -4.458 -8.003
H 5.774 -3.976 -6.980
C 2.047 6.165 3.695
O 2.914 5.554 3.091
N 1.803 5.960 5.026
N 1.266 7.112 3.100
H 1.103 6.458 5.544
H 2.356 5.265 5.492
H 1.422 7.288 2.126
H 0.556 7.627 3.584
C 3.970 9.456 5.486
O 2.861 9.598 5.974
N 4.340 8.325 4.822
N 4.931 10.431 5.570
H 5.243 8.188 4.410
H 3.654 7.597 4.747
H 4.686 11.275 6.052
H 5.847 10.339 5.176
```

Computed properties:
Net charge: -1
Electronic energy (eV): -76307.2367
Spin multiplicity: 1
Gap between HOMO and LUMO (eV): 5.390

Results of the Mulliken charge analysis, in e, for atoms 1 through 2: C -0.456; C -0.832

# 2
Computed, not measured: a cluster of 8 separate species, C33H80N2O11 in total at a distorted geometry, with ωB97M-V/def2-TZVPD.

XYZ file:
```
126
Properties=species:S:1:pos:R:3
C -0.717 -10.377 -11.303
C -1.786 -11.210 -11.977
C -2.671 -11.814 -10.922
C -3.975 -12.387 -11.515
C -4.709 -11.300 -12.332
C -3.760 -10.707 -13.492
N -2.515 -10.274 -12.881
O -1.733 -9.629 -13.816
C -3.651 -11.581 -14.701
C -4.610 -9.436 -13.907
C -1.045 -12.336 -12.674
H -1.223 -9.627 -10.695
H -0.001 -9.799 -11.887
H 0.006 -10.972 -10.745
H -2.203 -12.657 -10.412
H -2.923 -11.045 -10.191
H -4.628 -12.697 -10.699
H -3.723 -13.229 -12.161
H -5.086 -10.581 -11.605
H -5.626 -11.756 -12.705
H -3.460 -12.628 -14.468
H -4.505 -11.447 -15.366
H -2.818 -11.342 -15.362
H -5.477 -9.748 -14.489
H -4.977 -8.859 -13.058
H -3.977 -8.814 -14.540
H -1.752 -13.158 -12.781
H -0.096 -12.628 -12.225
H -0.651 -11.988 -13.629
H -1.630 -8.759 -13.423
C -11.449 -11.546 -16.782
C -10.401 -11.749 -17.882
C -10.678 -13.186 -18.484
C -9.993 -13.357 -19.877
C -10.519 -12.260 -20.816
C -10.234 -10.803 -20.334
N -10.682 -10.667 -18.926
O -10.535 -9.364 -18.385
C -8.703 -10.441 -20.506
C -11.075 -9.835 -21.271
C -8.905 -11.683 -17.265
H -11.429 -10.561 -16.316
H -11.388 -12.275 -15.973
H -12.409 -11.780 -17.240
H -10.348 -13.929 -17.758
H -11.718 -13.483 -18.618
H -10.295 -14.315 -20.300
H -8.906 -13.321 -19.809
H -11.576 -12.431 -21.019
H -9.906 -12.452 -21.697
H -8.386 -9.949 -21.426
H -8.381 -9.806 -19.680
H -8.098 -11.336 -20.360
H -10.680 -9.618 -22.264
H -12.086 -10.187 -21.474
H -11.204 -8.863 -20.795
H -8.732 -12.137 -16.289
H -8.506 -10.668 -17.260
H -8.283 -12.209 -17.989
H -9.605 -9.372 -18.146
C -2.721 -17.983 -14.110
C -4.110 -17.385 -13.845
C -4.036 -16.202 -12.814
O -4.677 -16.966 -15.066
H -2.727 -18.776 -14.857
H -2.325 -18.449 -13.208
H -2.127 -17.142 -14.469
H -4.651 -18.229 -13.416
H -5.073 -15.880 -12.721
H -3.461 -15.358 -13.197
H -3.673 -16.521 -11.837
H -4.409 -16.089 -15.348
C -2.347 -11.641 -20.250
C -2.074 -12.771 -21.278
C -0.610 -13.178 -21.393
O -2.814 -13.960 -20.888
H -1.576 -10.888 -20.414
H -2.235 -11.974 -19.219
H -3.318 -11.147 -20.284
H -2.372 -12.461 -22.280
H 0.032 -12.341 -21.668
H -0.554 -13.996 -22.112
H -0.306 -13.595 -20.433
H -2.370 -14.324 -20.119
C -6.376 -13.983 -16.064
C -5.341 -14.359 -17.132
C -5.077 -13.074 -17.936
O -4.142 -14.666 -16.438
H -7.316 -13.694 -16.536
H -6.004 -13.132 -15.495
H -6.633 -14.792 -15.380
H -5.542 -15.220 -17.769
H -4.400 -13.234 -18.775
H -4.649 -12.332 -17.262
H -6.009 -12.783 -18.421
H -3.369 -14.350 -16.910
C -9.607 -17.577 -14.242
C -8.180 -16.910 -14.517
O -7.223 -17.547 -13.795
O -10.131 -17.101 -13.062
H -9.434 -18.652 -14.201
H -10.310 -17.287 -15.023
H -8.206 -15.864 -14.211
H -7.888 -16.979 -15.566
H -6.379 -17.511 -14.252
H -9.683 -17.465 -12.295
C -8.882 -16.910 -18.952
C -7.783 -16.849 -20.031
O -7.131 -15.590 -19.913
O -9.580 -18.176 -19.058
H -9.527 -16.047 -19.118
H -8.528 -16.665 -17.950
H -8.216 -17.009 -21.019
H -7.067 -17.652 -19.853
H -6.532 -15.423 -20.645
H -10.503 -18.074 -18.813
C -3.771 -17.081 -19.348
C -2.429 -16.895 -18.662
O -1.783 -15.671 -18.956
O -3.472 -17.198 -20.793
H -4.354 -16.179 -19.162
H -4.293 -17.965 -18.982
H -1.820 -17.796 -18.732
H -2.624 -16.692 -17.609
H -0.833 -15.767 -18.856
H -3.658 -16.335 -21.172
```

Computed properties:
SMILES: CC1(C)CCCC(C)(C)N1O.CC1(C)CCCC(C)(C)N1O.CC(C)O.CC(C)O.CC(C)O.OCCO.OCCO.OCCO
Net charge: 0
Electronic energy (eV): -61015.3033
Spin multiplicity: 1
Gap between HOMO and LUMO (eV): 8.684

Results of the Mulliken charge analysis, in e, for atoms 1 through 2: C -2.136; C 1.839